(1)
Computed, not measured: a single C21H29N3O3S molecule, with ωB97M-V/def2-TZVPD.

Last column: Mulliken charge in e.
Geometry (Å):
C 1.01 6.05 0.48  -0.9944
O 1.03 4.66 0.29  -0.4216
C -0.15 3.99 0.26  0.9117
C -1.40 4.57 0.39  -0.3851
C -2.55 3.79 0.36  -1.2613
C -2.46 2.43 0.17  0.0013
C -3.70 1.60 0.18  0.4527
O -4.67 1.86 0.86  -0.6966
N -3.67 0.54 -0.68  -0.2608
C -4.59 -0.57 -0.55  -0.0761
C -5.19 -0.95 -1.90  -1.4131
C -3.86 -1.73 0.05  0.3093
N -2.58 -1.83 0.12  -0.2514
C -2.18 -2.99 0.69  -0.5556
C -3.18 -3.82 1.07  -0.2884
S -4.71 -3.12 0.70  -0.1602
C -1.21 1.83 0.04  -0.2200
C -0.05 2.59 0.10  0.5388
O 1.22 2.11 -0.01  -0.4274
C 1.44 0.73 -0.21  -0.1802
C 1.32 -0.08 1.08  -0.7312
C 1.71 -1.53 0.82  -0.8870
N 3.08 -1.59 0.35  0.1980
C 3.70 -2.90 0.44  0.2911
C 3.25 -3.90 -0.64  -1.3448
C 5.23 -2.76 0.43  -1.6214
C 3.21 -0.90 -0.91  -0.5141
C 2.87 0.58 -0.73  -0.9529
H 0.55 6.32 1.44  0.3854
H 2.05 6.36 0.48  0.2322
H 0.47 6.56 -0.33  0.3781
H -1.50 5.64 0.53  0.4237
H -3.52 4.25 0.48  0.4569
H -2.81 0.33 -1.16  0.3478
H -5.38 -0.24 0.14  0.4646
H -5.71 -0.09 -2.32  0.3859
H -5.91 -1.76 -1.78  0.4000
H -4.41 -1.26 -2.59  0.3656
H -1.13 -3.17 0.82  0.3520
H -3.12 -4.78 1.53  0.4519
H -1.14 0.75 -0.04  0.3337
H 0.74 0.34 -0.96  0.2754
H 0.30 -0.04 1.48  0.4509
H 1.99 0.35 1.83  0.3086
H 1.01 -1.97 0.09  0.3413
H 1.64 -2.10 1.75  0.4936
H 3.41 -3.30 1.41  0.3522
H 3.59 -3.58 -1.63  0.2948
H 3.68 -4.88 -0.44  0.4626
H 2.17 -3.99 -0.65  0.3027
H 5.68 -3.70 0.76  0.4698
H 5.61 -2.53 -0.56  0.3498
H 5.52 -1.97 1.11  0.3819
H 2.54 -1.33 -1.68  0.3275
H 4.24 -0.99 -1.27  0.4300
H 2.98 1.11 -1.68  0.4224
H 3.55 1.02 -0.01  0.2995

Values from the calculation:
Highest occupied orbital energy ... -8.0 eV
E ... -43696.029 eV
Frontier orbital gap ... 8.66 eV
Relative energy (zero: lowest compared OMol25 entry of this formula, charge and spin) ... 48.6 kcal per mole
E_LUMO ... 0.62 eV

=====

(2)
Computed, not measured: a molecular structure, C21H29N4OPReSSeSi, with ωB97M-V/def2-TZVPD.

Last column: Mulliken charge in e.
Geometry (Å):
Re -0.65 -1.71 -0.81  0.7096
C 4.28 -3.33 -2.49  -1.0756
Si 3.65 -2.10 -1.27  0.5021
C 3.82 -0.34 -1.79  -1.0144
C 4.14 -2.42 0.48  -0.9857
Se 1.33 -2.77 -1.28  -0.3864
H 5.38 -3.29 -2.51  0.3590
H 3.92 -3.13 -3.50  0.3399
H 4.00 -4.35 -2.23  0.3667
H 4.87 -0.07 -1.68  0.4618
H 3.25 0.35 -1.16  0.2624
H 3.55 -0.18 -2.83  0.3555
H 5.20 -2.19 0.60  0.3732
H 3.99 -3.47 0.76  0.3574
H 3.59 -1.79 1.18  0.2989
C -3.11 0.66 4.22  -1.0035
C -1.59 0.54 4.04  -0.4747
C -1.23 -0.58 3.12  0.0408
N -1.07 -0.45 1.86  -0.0988
N -0.80 -1.64 1.22  0.0415
C -0.74 -2.69 2.06  0.5619
N -0.45 -3.94 1.71  -0.2870
S -1.04 -2.23 3.69  -0.1270
H -3.34 1.48 4.90  0.3732
H -3.53 -0.26 4.64  0.3574
H -3.60 0.85 3.27  0.2256
H -1.10 0.38 5.01  0.4571
H -1.18 1.46 3.61  0.1885
H -0.13 -4.15 0.77  0.0565
H -0.45 -4.68 2.39  0.2593
O -3.97 -1.83 -3.37  -0.3360
C -2.98 -1.87 -2.79  0.8418
N -1.92 -1.91 -2.19  -0.5600
C 0.53 0.84 -2.73  -0.8961
P -0.42 0.61 -1.21  1.4191
C -2.05 1.33 -1.47  0.3712
C -2.98 1.36 -0.43  -0.0676
C -4.25 1.87 -0.64  -0.7012
C -4.61 2.35 -1.89  -0.5493
C -3.69 2.33 -2.93  -0.7531
C -2.41 1.82 -2.73  -0.6532
C 0.48 1.54 0.04  1.0239
C 1.54 0.95 0.72  -0.2765
C 2.26 1.69 1.65  -0.7781
C 1.93 3.02 1.89  -0.7482
C 0.87 3.61 1.21  -0.6764
C 0.14 2.87 0.28  -0.7750
H 0.62 1.90 -2.96  0.5579
H 0.05 0.31 -3.56  0.4669
H 1.53 0.42 -2.58  -0.3598
H -2.69 0.99 0.56  0.1968
H -4.96 1.89 0.18  0.4200
H -5.60 2.75 -2.05  0.4336
H -3.96 2.71 -3.90  0.4343
H -1.72 1.82 -3.56  0.3883
H 1.79 -0.09 0.55  0.2232
H 3.09 1.24 2.18  0.4844
H 2.49 3.60 2.60  0.4589
H 0.61 4.64 1.39  0.4717
H -0.69 3.33 -0.24  0.4435

Values from the calculation:
Highest occupied orbital energy (alpha / beta) ... -14.5 / -14.4 eV
Expectation value of S² ... 0.7593
E ... -125721.477 eV
Total charge ... +2
Frontier orbital gap (alpha / beta) ... 7.15 / 6.82 eV
Relative energy (zero: lowest compared OMol25 entry of this formula, charge and spin) ... 0.0 kcal per mole
Spin multiplicity ... 2
E_LUMO (alpha / beta) ... -7.30 / -7.63 eV

=====

(3)
Computed, not measured: a single C21H29N5O2 molecule, with ωB97M-V/def2-TZVPD.

Last column: Mulliken charge in e.
Geometry (Å):
C -6.71 5.55 0.26  -1.2386
C -6.10 4.20 0.48  0.2932
C -4.97 3.87 1.25  -0.4208
N -4.72 2.57 1.22  -0.9754
N -5.67 2.05 0.44  0.7080
C -5.64 0.64 0.12  -1.0642
C -4.55 0.30 -0.89  0.2810
C -4.42 -1.21 -1.09  -1.2167
N -3.42 -1.60 -2.08  -0.1428
C -2.13 -1.04 -1.95  0.1449
O -1.71 -0.22 -2.73  -0.6018
C -1.36 -1.50 -0.74  -1.0232
C -0.01 -0.82 -0.60  0.8865
C 1.02 -1.22 -1.69  -0.8302
C 2.24 -1.72 -0.90  -0.7953
N 2.11 -1.05 0.39  0.2330
C 2.98 -1.59 1.41  -1.1794
C 4.44 -1.32 1.13  0.8201
C 4.84 -0.07 0.67  -0.2888
C 6.18 0.19 0.42  -0.7035
C 7.14 -0.79 0.65  0.7576
C 8.57 -0.45 0.37  0.3540
N 9.51 -1.22 0.99  -0.3968
O 8.88 0.46 -0.38  -0.6198
C 6.74 -2.04 1.11  -0.8565
C 5.39 -2.30 1.34  -0.7925
C 0.70 -1.17 0.71  -1.2883
C -6.51 3.00 -0.04  -0.0095
H -7.58 5.48 -0.39  0.3204
H -7.02 6.00 1.20  0.2916
H -6.00 6.24 -0.21  0.2883
H -4.35 4.52 1.84  0.4549
H -5.47 0.09 1.05  0.3310
H -6.62 0.36 -0.26  0.3061
H -4.76 0.79 -1.84  0.1920
H -3.60 0.71 -0.52  0.3338
H -4.19 -1.69 -0.13  0.3245
H -5.37 -1.63 -1.41  0.4514
H -3.75 -1.32 -3.00  0.3665
H -1.97 -1.32 0.15  0.4554
H -1.24 -2.59 -0.80  0.3771
H -0.16 0.26 -0.65  0.2451
H 0.63 -2.00 -2.35  0.3639
H 1.28 -0.37 -2.31  0.2578
H 2.19 -2.82 -0.77  0.2870
H 3.19 -1.49 -1.37  0.4469
H 2.71 -1.12 2.36  0.3872
H 2.83 -2.67 1.54  0.4011
H 4.10 0.69 0.48  0.4113
H 6.51 1.15 0.05  0.4307
H 9.27 -1.76 1.81  0.2031
H 10.47 -0.92 0.89  0.2409
H 7.46 -2.84 1.24  0.3477
H 5.09 -3.28 1.67  0.3487
H 0.43 -0.51 1.54  0.4092
H 0.45 -2.20 1.01  0.3417
H -7.33 2.74 -0.69  0.3508

Values from the calculation:
Highest occupied orbital energy ... -8.8 eV
E ... -33793.945 eV
Frontier orbital gap ... 9.51 eV
Relative energy (zero: lowest compared OMol25 entry of this formula, charge and spin) ... 37.0 kcal per mole
E_LUMO ... 0.72 eV

=====

(4)
Computed, not measured: a single C21H29N5O2 molecule, with ωB97M-V/def2-TZVPD.

Last column: Mulliken charge in e.
Geometry (Å):
C -8.29 1.84 -2.02  -1.2440
C -7.05 1.14 -1.57  0.2905
C -5.87 1.70 -1.06  -0.4293
N -4.97 0.77 -0.75  -0.9867
N -5.54 -0.39 -1.10  0.7390
C -4.80 -1.62 -0.95  -0.9100
C -3.65 -1.72 -1.93  -0.1537
C -2.83 -2.98 -1.70  -0.6938
N -1.73 -3.14 -2.66  -0.1641
C -0.43 -2.83 -2.24  0.0867
O 0.46 -3.65 -2.24  -0.6011
C -0.24 -1.41 -1.75  -1.2592
C 1.19 -1.12 -1.32  0.7758
C 1.63 -1.84 -0.03  -0.7911
C 2.14 -0.73 0.89  -0.7722
N 2.48 0.35 -0.02  0.2080
C 2.69 1.63 0.63  -1.1503
C 3.91 1.63 1.52  0.7982
C 5.10 1.05 1.08  -0.2975
C 6.22 1.06 1.89  -0.6885
C 6.18 1.67 3.14  0.8370
C 7.44 1.64 3.96  0.3537
N 7.54 2.59 4.94  -0.3743
O 8.31 0.81 3.78  -0.6222
C 5.00 2.23 3.59  -0.8471
C 3.87 2.21 2.78  -0.8176
C 1.40 0.36 -0.99  -1.2977
C -6.78 -0.21 -1.60  -0.0542
H -9.17 1.21 -1.90  0.3379
H -8.45 2.75 -1.43  0.3311
H -8.23 2.14 -3.07  0.2416
H -5.65 2.74 -0.88  0.4580
H -4.44 -1.67 0.08  0.3389
H -5.51 -2.44 -1.09  0.2765
H -4.03 -1.72 -2.95  0.1967
H -3.02 -0.84 -1.81  0.3304
H -2.45 -2.99 -0.67  0.2368
H -3.47 -3.86 -1.79  0.5029
H -1.70 -4.08 -3.02  0.3158
H -0.57 -0.72 -2.54  0.5270
H -0.92 -1.24 -0.91  0.4849
H 1.86 -1.40 -2.13  0.4281
H 0.80 -2.39 0.42  0.3369
H 2.41 -2.57 -0.24  0.2385
H 1.34 -0.40 1.58  0.2905
H 3.00 -1.02 1.49  0.4262
H 2.81 2.39 -0.15  0.3770
H 1.80 1.92 1.22  0.4084
H 5.13 0.58 0.11  0.4045
H 7.14 0.60 1.56  0.4314
H 6.92 3.37 4.99  0.1886
H 8.39 2.61 5.47  0.2299
H 4.93 2.66 4.58  0.3038
H 2.94 2.63 3.15  0.3457
H 1.67 0.96 -1.87  0.4117
H 0.48 0.79 -0.56  0.3152
H -7.38 -1.05 -1.92  0.3507

Values from the calculation:
Highest occupied orbital energy ... -8.8 eV
E ... -33793.967 eV
Frontier orbital gap ... 9.44 eV
Relative energy (zero: lowest compared OMol25 entry of this formula, charge and spin) ... 36.5 kcal per mole
E_LUMO ... 0.68 eV

=====

> relative energy (zero: lowest compared OMol25 entry of this formula, charge and spin) of number 3 (C21H29N5O2)?

37.0 kcal per mole